C36H60BCdN9O2PS4 | wB97M-V/def2-TZVPD

Charge: +1
E_LUMO in eV: -2.60
Relative energy (zero: lowest compared OMol25 entry of this formula, charge and spin) in kcal per mole: 0.0
Strongest force on any atom in eV Å⁻¹: 0.50
HOMO level in eV: -9.703
Molecular weight in g/mol: 933.40

Structure (XYZ):
```
114
Properties=species:S:1:pos:R:3:forces:R:3
Cd 0.136157 2.288172 1.936020 0.300 -0.174 -0.356
C 4.297499 0.259354 1.028259 0.038 -0.002 -0.008
C 3.028489 -0.431535 0.661757 -0.024 0.028 0.030
C 2.882452 -1.778213 0.769175 -0.050 -0.020 -0.026
C 1.646177 -2.382450 0.446142 -0.023 0.052 -0.015
N 0.654362 -1.661812 0.014926 0.201 -0.010 0.044
N 0.794214 -0.333832 -0.109812 -0.256 -0.144 -0.126
B -0.440619 0.164910 -0.935238 0.067 0.037 0.014
N -0.015796 0.228087 -2.428006 0.070 -0.069 0.050
N 0.658064 -0.604119 -3.204544 -0.010 0.097 0.001
C 0.875853 -0.176762 -4.424963 -0.007 0.015 -0.018
C 0.404603 1.096685 -4.860740 -0.024 -0.033 0.029
C -0.272220 1.948962 -4.034226 0.007 -0.128 0.110
C -0.773738 3.300456 -4.408940 0.003 0.030 -0.021
C -0.456251 1.438022 -2.729677 -0.019 0.121 -0.094
S -1.120461 2.013859 -1.239286 -0.012 -0.013 -0.021
C 1.619883 -1.099807 -5.375232 -0.031 0.011 0.037
C 0.606309 -1.644021 -6.392087 0.020 0.001 -0.015
C 2.249070 -2.263416 -4.610943 -0.012 -0.012 -0.050
C 2.721106 -0.325269 -6.108491 0.037 -0.063 0.008
N -1.635772 -0.757458 -0.699041 0.074 0.058 -0.250
N -1.918324 -1.547581 -1.753222 -0.055 0.053 0.169
C -2.899909 -2.388479 -1.648274 -0.016 0.034 0.045
C -3.685847 -2.451244 -0.463923 0.012 0.077 -0.029
C -3.410149 -1.650245 0.594335 0.119 0.012 -0.083
C -4.211975 -1.680711 1.851255 0.008 0.006 -0.003
C -2.277827 -0.764292 0.475814 -0.110 -0.122 0.165
S -1.763612 0.178638 1.784265 -0.040 0.128 0.036
C -3.161949 -3.308886 -2.823194 -0.063 -0.023 -0.002
C -2.968663 -4.755524 -2.349756 0.017 0.018 0.015
C -2.189826 -3.016623 -3.960093 0.039 -0.005 -0.059
C -4.599815 -3.109215 -3.317268 0.026 0.005 -0.015
C 1.907260 0.337478 0.210328 0.098 0.100 0.137
S 2.001272 2.048439 0.121804 -0.157 0.012 -0.010
C 1.397550 -3.881616 0.475686 0.060 0.000 0.031
C 2.391027 -4.589669 1.397740 -0.036 -0.035 -0.046
C 1.567618 -4.393027 -0.961283 -0.012 0.024 -0.002
C -0.027813 -4.167709 0.951631 -0.003 -0.044 0.016
H 5.060819 -0.465089 1.303988 0.032 -0.015 0.017
H 4.119290 0.941759 1.859437 -0.021 0.026 0.043
H 4.661349 0.871734 0.203775 0.002 -0.002 -0.022
H 3.709977 -2.383799 1.108378 0.045 -0.026 0.024
H 0.604918 1.399382 -5.879122 -0.002 0.017 -0.047
H -0.486618 3.558938 -5.425266 0.000 0.005 -0.015
H -0.377310 4.052570 -3.726230 0.013 0.025 0.021
H -1.860595 3.337928 -4.330526 -0.042 -0.001 0.013
H -0.201751 -2.176846 -5.891387 -0.020 -0.034 0.027
H 1.102034 -2.336034 -7.073125 0.018 -0.009 -0.023
H 0.168107 -0.844533 -6.990694 -0.020 0.042 -0.016
H 1.497548 -2.860107 -4.098604 -0.053 -0.032 0.017
H 2.958555 -1.910607 -3.863367 0.043 0.034 0.035
H 2.779848 -2.902960 -5.315916 0.015 -0.025 -0.009
H 2.324127 0.442824 -6.769628 -0.038 0.052 -0.031
H 3.293614 -1.015753 -6.727761 0.009 -0.009 -0.016
H 3.409655 0.146623 -5.407588 0.033 0.014 0.044
H -4.519819 -3.137901 -0.412863 -0.022 -0.035 -0.001
H -5.140293 -2.224807 1.696309 -0.031 -0.036 0.008
H -4.429358 -0.669954 2.191113 -0.032 0.033 0.001
H -3.647985 -2.167141 2.648227 0.038 0.007 0.040
H -1.960567 -4.905536 -1.961240 0.059 -0.007 0.011
H -3.117135 -5.441025 -3.182279 -0.017 -0.040 -0.065
H -3.677070 -5.028075 -1.568275 -0.045 -0.002 0.054
H -1.153708 -3.109345 -3.634239 0.029 -0.024 0.019
H -2.322944 -2.006060 -4.346883 -0.011 0.037 0.002
H -2.367185 -3.722400 -4.770809 -0.013 -0.037 -0.063
H -5.334120 -3.294950 -2.535332 -0.041 -0.023 0.066
H -4.810822 -3.800097 -4.132605 0.012 -0.031 -0.053
H -4.747333 -2.094142 -3.685842 -0.003 0.047 -0.007
H 3.410966 -4.550116 1.017183 0.053 0.009 -0.033
H 2.119048 -5.640807 1.479293 -0.006 -0.053 0.003
H 2.382201 -4.167473 2.403491 -0.017 0.035 0.066
H 2.559849 -4.160118 -1.349512 0.058 0.004 -0.014
H 0.830700 -3.929283 -1.618070 -0.041 0.028 -0.024
H 1.436301 -5.474112 -0.991460 -0.015 -0.067 -0.006
H -0.158552 -3.887537 1.997890 -0.009 0.038 0.053
H -0.230583 -5.234342 0.859907 -0.013 -0.063 0.021
H -0.761776 -3.623598 0.361424 -0.029 0.018 -0.056
C -0.850847 6.650677 4.790171 -0.015 0.069 0.128
N -0.697296 5.295901 4.292716 0.056 0.049 0.048
C -1.595498 4.311511 4.859180 -0.096 -0.091 -0.004
C 0.357038 4.895637 3.555630 -0.159 -0.054 -0.356
O 0.766691 3.706195 3.604352 0.068 -0.192 0.286
N 0.935297 5.793990 2.725719 0.038 0.081 0.200
C 2.207740 5.474237 2.109786 0.065 -0.085 -0.014
C 0.184902 6.886800 2.125901 -0.080 0.021 -0.133
H -1.073932 6.602597 5.857696 -0.004 0.004 -0.007
H -1.660940 7.184940 4.292247 -0.020 0.002 -0.009
H 0.077475 7.202488 4.669344 -0.035 -0.001 0.017
H -1.337252 4.085878 5.898441 -0.003 -0.036 -0.013
H -1.570843 3.398466 4.266471 0.005 0.095 0.071
H -2.610629 4.709234 4.822729 0.017 -0.016 0.012
H 2.649657 4.613714 2.606875 -0.007 0.087 -0.032
H 2.880485 6.328406 2.193417 0.021 0.007 -0.030
H 2.072056 5.239121 1.049784 0.018 -0.027 0.004
H -0.881640 6.664453 2.152302 0.040 0.040 -0.011
H 0.483085 6.962978 1.079918 -0.029 -0.003 0.006
H 0.371204 7.849637 2.606161 0.028 -0.028 -0.042
C 0.220384 1.053493 5.591770 -0.074 0.022 -0.006
P 1.132283 0.036579 4.434549 -0.033 0.060 -0.073
C 0.361614 -1.580494 4.409242 -0.002 -0.066 -0.056
C 2.785424 -0.183384 5.091084 0.024 0.022 -0.007
O 1.183440 0.645467 3.057109 0.039 0.020 0.036
H 0.367971 0.718198 6.616740 -0.006 -0.021 0.058
H -0.843978 1.005867 5.351284 0.019 -0.009 -0.011
H 0.554341 2.086081 5.476971 0.034 -0.007 0.004
H 0.344595 -2.027177 5.401674 -0.008 -0.033 0.061
H 0.918965 -2.226111 3.728133 0.028 0.005 0.017
H -0.653827 -1.480972 4.024422 -0.012 0.035 0.009
H 2.764774 -0.643719 6.076860 -0.006 -0.033 0.057
H 3.274412 0.787532 5.156505 0.006 0.041 0.004
H 3.354528 -0.816062 4.410437 0.013 -0.021 -0.024
S -3.814749 5.066552 1.382358 0.221 -0.077 0.088
C -2.411494 4.265782 1.441702 -0.168 0.126 -0.081
N -1.377216 3.708751 1.467632 -0.138 0.094 0.031
```
Forces are in eV/Å.


C4H9NO | wB97M-V/def2-TZVPD

Charge: 0
E_LUMO in eV: 0.98
SMILES: CCC(=O)NC
Relative energy (zero: lowest compared OMol25 entry of this formula, charge and spin) in kcal per mole: 17.8
Strongest force on any atom in eV Å⁻¹: 0.69
HOMO level in eV: -9.568
Molecular weight in g/mol: 87.12

Structure (XYZ):
```
15
Properties=species:S:1:pos:R:3:forces:R:3
C 2.280040 -0.350072 0.397825 0.283 0.286 0.129
C 1.266293 0.685686 -0.173208 0.335 -0.191 -0.011
C -0.132023 0.068609 0.072020 -0.289 -0.291 0.174
O -0.189528 -0.864247 0.860282 -0.240 0.170 0.109
N -1.312464 0.436001 -0.526728 0.189 0.026 0.170
C -2.509461 -0.325505 -0.146237 -0.020 0.077 -0.167
H 1.824405 -1.334841 0.484285 0.063 0.159 -0.253
H 3.189453 -0.445735 -0.203369 -0.131 0.292 0.043
H 2.563073 -0.096428 1.424639 0.037 0.074 -0.213
H 1.386581 1.663910 0.325483 -0.370 -0.457 0.129
H 1.532595 0.933015 -1.209613 -0.586 -0.370 -0.025
H -1.435908 1.228944 -1.139090 0.392 -0.161 0.164
H -3.283511 -0.150862 -0.897768 0.100 0.024 0.101
H -2.274209 -1.394883 -0.112811 -0.016 0.312 -0.082
H -2.905332 -0.053588 0.844287 0.253 0.051 -0.270
```
Forces are in eV/Å.